Entry 1:
{"formula": "C22H25F3N3O6PReSSeTe4", "method": "the ωB97M-V functional and the def2-TZVPD basis", "species": ["H", "H", "C", "H", "Re", "H", "H", "O", "H", "F", "H", "O", "C", "H", "C", "F", "C", "N", "N", "H", "H", "H", "C", "C", "C", "H", "H", "S", "C", "C", "Te", "C", "H", "H", "C", "Te", "H", "Se", "C", "C", "H", "H", "C", "C", "C", "H", "H", "H", "H", "P", "H", "C", "O", "F", "C", "O", "H", "H", "Te", "C", "O", "Te", "N", "C", "C", "O", "C"], "xyz": [[2.758, 1.422, -5.007], [3.455, 1.225, 1.267], [0.207, -0.223, 3.983], [3.478, -0.282, -2.586], [-0.911, 0.502, -0.402], [-2.057, 1.631, 2.246], [1.412, 2.253, -5.805], [2.514, 0.820, -0.465], [3.804, -1.580, -0.502], [-4.948, 1.440, 2.377], [-2.676, 2.315, 4.478], [-4.395, 0.366, -1.180], [-1.515, -4.574, -0.493], [-1.611, -5.652, -0.478], [3.619, -2.109, -1.437], [-6.227, 1.752, 0.654], [0.941, 1.550, -3.840], [-0.979, -4.549, -2.852], [-0.776, -1.954, -2.896], [0.333, -0.241, 6.133], [2.375, 3.482, -0.507], [2.445, -2.259, 2.446], [-1.170, -3.924, -1.710], [3.111, 3.078, 0.191], [1.918, 2.099, -4.852], [-2.018, -4.188, 1.544], [4.575, -2.441, -1.846], [-4.239, 0.108, 0.233], [-0.190, 0.181, 5.283], [-1.504, 1.233, 3.081], [-2.187, 0.755, -2.558], [2.690, 1.705, 0.657], [3.179, 3.753, 1.044], [2.782, -1.698, -3.388], [-0.452, 0.309, 2.837], [-0.717, 4.503, -2.017], [2.303, 3.060, -4.509], [-0.645, -3.291, -4.053], [-1.048, -2.481, -1.729], [-1.200, 1.078, 5.466], [-1.494, 1.377, 6.463], [0.056, 2.187, -3.772], [-1.730, -3.788, 0.583], [1.641, -1.543, 2.581], [-1.865, 1.610, 4.343], [1.752, -1.540, 4.714], [3.010, -2.990, -1.228], [1.304, -1.409, 0.492], [0.638, 0.529, -4.088], [1.231, 0.553, -1.366], [1.773, 1.737, 1.239], [-4.968, 1.585, 1.053], [1.594, -0.892, -1.946], [-4.274, 2.680, 0.738], [1.263, -1.151, 3.828], [-4.928, -1.012, 0.792], [-1.756, -1.781, 1.376], [4.079, 3.042, -0.308], [-0.744, 2.988, 0.259], [2.920, -1.205, -2.424], [1.592, 1.550, -2.558], [-2.857, 3.320, -3.126], [-1.214, -1.718, -0.588], [0.978, -1.024, 1.449], [-1.567, -2.373, 0.493], [-2.824, 0.187, 0.684], [-0.046, -0.092, 1.511]], "multiplicity": 2, "orbital_gap_ev": [5.516, 5.259], "max_force_ha_per_bohr": 0.018, "e_above_lowest_kcal_mol": 0.0}

---

Entry 2:
{"formula": "C22H25F7O25S", "method": "the ωB97M-V functional and the def2-TZVPD basis", "species": ["O", "C", "H", "O", "H", "H", "F", "S", "O", "O", "C", "O", "F", "C", "H", "C", "H", "C", "H", "F", "O", "H", "H", "H", "C", "O", "C", "H", "C", "O", "C", "O", "O", "O", "H", "O", "H", "O", "F", "F", "H", "C", "C", "F", "C", "O", "C", "H", "O", "O", "H", "C", "O", "O", "C", "O", "H", "O", "F", "O", "H", "C", "H", "O", "H", "H", "H", "H", "H", "C", "H", "C", "C", "O", "C", "O", "C", "O", "C", "H"], "xyz": [[-2.068, 4.340, 3.611], [5.068, -0.575, 1.730], [3.425, 5.483, -5.224], [-4.230, 3.638, 3.816], [-1.797, 2.841, 0.605], [0.948, -0.607, 1.059], [4.313, 3.818, -3.609], [3.259, -0.079, -1.314], [8.619, 0.528, -1.920], [8.669, 0.097, -4.139], [1.637, 3.363, -5.516], [-1.465, -1.034, 0.536], [-4.018, -4.437, 1.105], [9.219, -0.182, -2.924], [-2.034, 2.751, 2.366], [3.694, 3.392, -4.733], [-2.871, -4.986, -0.449], [-2.104, 2.189, 1.431], [-4.568, -2.432, -0.254], [7.212, 1.655, -4.821], [-3.237, 4.709, 5.542], [6.807, 1.537, -1.948], [-4.809, 2.409, 5.359], [4.046, -0.917, 1.548], [-4.594, 4.515, 5.887], [3.139, 2.310, -1.146], [-8.494, -5.732, 2.145], [-3.962, 1.302, 2.151], [-3.804, -4.457, -0.229], [7.097, -1.270, 2.500], [7.715, 1.417, -2.546], [-5.685, -4.978, -2.974], [-4.379, -3.315, -2.100], [4.430, -0.856, -1.960], [8.191, 2.396, -2.662], [3.869, 1.344, -0.600], [-9.548, -6.021, 2.218], [6.995, -0.198, 4.512], [6.563, -1.776, 0.384], [-7.709, -6.731, 2.606], [0.904, -2.045, -0.281], [-5.007, 3.414, 4.971], [-5.040, -4.512, -2.049], [-4.245, 2.428, 0.512], [1.277, -0.965, -0.031], [-8.262, -4.586, 2.933], [-8.416, -3.533, 2.081], [-4.695, 4.240, 6.940], [10.131, -0.973, -2.751], [-4.883, -5.125, -0.842], [-5.150, 5.443, 5.712], [6.061, -1.682, 1.636], [5.226, -0.133, 3.063], [0.503, 2.965, -5.724], [6.485, -0.506, 3.447], [-8.564, -2.377, 2.442], [-6.995, -5.431, 0.614], [2.336, 4.170, -6.371], [-6.311, 3.529, 4.635], [2.769, -1.052, 0.033], [5.679, -2.657, 1.959], [-3.876, -3.082, -0.800], [6.640, 0.010, -3.820], [-3.197, 0.451, 0.444], [4.210, 2.513, -5.133], [0.934, -0.194, -0.869], [2.654, 1.855, -1.907], [-2.897, -2.597, -0.840], [-8.610, -5.841, -0.007], [-8.070, -5.308, 0.781], [5.289, 0.251, 1.046], [-3.092, 4.239, 4.265], [7.451, 0.745, -3.850], [-1.269, 1.049, 1.461], [3.539, 4.507, -5.709], [-8.391, -3.932, 0.773], [-3.455, 1.595, 1.225], [2.365, 3.053, -4.406], [-1.937, 0.062, 0.789], [4.372, 4.561, -6.415]], "orbital_gap_ev": 10.844, "max_force_ha_per_bohr": 0.116}

---

Entry 3:
{"formula": "C22H25IrN7O", "method": "the ωB97M-V functional and the def2-TZVPD basis", "species": ["C", "C", "C", "H", "H", "N", "H", "H", "H", "H", "C", "N", "C", "C", "H", "H", "H", "C", "O", "H", "C", "H", "H", "H", "H", "H", "H", "C", "C", "C", "N", "H", "C", "N", "C", "C", "H", "Ir", "H", "C", "H", "C", "C", "C", "C", "C", "H", "N", "N", "H", "H", "C", "C", "H", "H", "N"], "xyz": [[1.061, -0.323, 4.986], [-3.467, 2.403, -0.545], [-2.370, 2.553, 0.521], [0.806, -0.165, 7.115], [0.245, -0.211, -5.338], [2.210, -0.876, 1.578], [-2.158, -2.569, 0.036], [-3.834, 1.376, -2.412], [-1.694, 5.116, -0.157], [-1.708, 0.201, 3.230], [2.839, -0.551, 6.573], [0.617, -0.480, -2.026], [2.581, -1.278, -3.143], [1.964, -0.572, 3.918], [-2.182, 1.990, -2.246], [2.558, -1.175, -5.288], [-3.758, 3.379, -0.934], [-1.078, 3.064, -0.047], [-2.536, 0.242, -1.270], [-1.296, -2.487, -1.345], [1.436, -0.568, 2.580], [0.462, 5.874, -1.139], [4.011, -0.993, 3.416], [3.411, -1.672, -0.573], [3.570, -1.700, -3.064], [4.787, -0.921, 5.751], [2.256, 4.183, -1.529], [-0.664, -0.031, 3.395], [3.742, -0.772, 5.527], [-3.010, 1.524, -1.707], [1.764, -0.800, 0.357], [-0.938, 0.173, -3.192], [0.733, -0.448, -4.404], [-1.244, -2.327, -0.340], [3.313, -0.801, 4.214], [2.432, -1.206, -0.671], [3.193, -0.553, 7.594], [-0.472, -0.087, 0.046], [-2.178, 1.568, 0.982], [-0.901, 4.411, -0.354], [1.823, 1.827, -0.932], [1.301, 3.898, -1.122], [1.502, -0.331, 6.309], [1.059, 2.579, -0.790], [0.300, 4.834, -0.896], [0.069, -0.220, -3.197], [-2.732, 3.229, 1.296], [0.103, -0.260, 2.355], [-0.104, 2.175, -0.273], [-3.302, -0.239, -0.927], [-0.597, -3.022, 0.027], [1.862, -0.997, -1.976], [2.012, -0.986, -4.373], [-0.899, 0.116, 5.417], [-4.351, 1.964, -0.080], [-0.250, -0.068, 4.654]], "charge": 3, "orbital_gap_ev": [5.883, 5.882], "max_force_ha_per_bohr": 0.099}

---

Entry 4:
{"formula": "C22H25N3O3", "method": "the ωB97M-V functional and the def2-TZVPD basis", "species": ["H", "C", "H", "H", "O", "C", "C", "H", "O", "N", "C", "C", "H", "H", "C", "H", "C", "C", "N", "H", "H", "C", "H", "N", "C", "H", "H", "H", "H", "H", "C", "C", "C", "C", "H", "H", "H", "C", "C", "H", "C", "C", "H", "H", "H", "C", "C", "H", "O", "C", "C", "H", "H"], "xyz": [[-0.564, 5.356, -0.698], [-4.711, -0.180, 1.766], [-2.187, 0.043, 1.326], [-2.821, -2.097, 0.547], [-0.167, 0.566, -1.773], [-2.391, -2.447, -1.483], [4.066, -0.497, -0.631], [-0.875, 2.775, -1.238], [-3.857, 0.934, 1.727], [-0.981, -1.721, -1.346], [5.648, -1.815, 1.214], [4.332, -2.426, 0.891], [-2.281, -3.676, -1.635], [-4.081, -1.050, 2.399], [-3.435, -2.173, -0.230], [-0.998, -0.883, -1.620], [0.409, 0.956, -0.906], [2.273, 3.728, 0.422], [-4.228, -0.988, -0.316], [2.889, 1.868, 0.131], [1.421, 5.930, 0.526], [-0.060, -2.350, -0.515], [-5.644, -1.500, 0.558], [1.088, -0.113, -0.259], [3.540, -1.946, 0.096], [-4.022, 1.233, -0.894], [-5.444, -0.125, 2.590], [-2.525, 0.080, -1.374], [-5.902, 0.136, 0.225], [5.725, 0.858, -0.874], [-5.215, -0.654, 0.379], [5.230, -0.231, -0.247], [1.255, 4.904, 0.111], [1.984, 2.514, 0.060], [6.244, -2.553, 1.964], [3.456, -0.186, -1.539], [-2.352, 1.767, 0.619], [1.072, -1.395, -0.612], [-3.470, 0.467, -0.657], [4.024, -3.225, 1.569], [2.269, -2.255, -0.130], [6.147, -0.856, 0.653], [3.293, 4.181, 0.798], [-4.234, -2.794, -0.042], [-2.900, -1.964, -2.336], [-2.896, 1.012, 0.833], [0.731, 2.281, -0.322], [2.059, -3.328, 0.226], [-0.296, -3.396, 0.169], [0.001, 3.090, -0.753], [0.314, 4.442, -0.430], [7.077, -0.515, 0.776], [1.993, 0.217, 0.288]], "orbital_gap_ev": 6.842, "max_force_ha_per_bohr": 0.342, "e_above_lowest_kcal_mol": 553.2}